1.
C13H19ClN2O3Zr | wB97M-V/def2-TZVPD

Last column: natural (NBO) charge in e.
Atoms and positions in Å:
Zr 0.5569 0.4504 -0.7803  1.868
Cl 5.0352 -0.5634 -2.7595  -0.434
O -0.4044 -0.4718 0.4970  -0.834
O 3.7419 0.6189 1.0807  -0.353
O 0.7666 -1.5492 -3.7293  -0.337
N -0.8930 -0.5940 2.6080  -0.355
N -1.5135 -2.2631 0.9395  -0.360
C -0.3883 2.0756 -2.1943  -0.408
C 1.0460 -0.8578 -2.7270  0.437
C -1.2126 -1.3247 3.7758  -0.413
C 3.0739 0.4817 0.1723  0.534
C 1.5326 2.1099 -3.9437  -0.674
C -0.2028 0.7222 2.7276  -0.421
C -1.3411 -2.6092 -0.5008  -0.408
C -2.3865 -3.0331 1.7526  -0.419
C -0.5580 2.4906 -0.8256  -0.421
C 0.7949 2.9091 -0.3330  -0.306
C 1.7120 2.7685 -1.4455  -0.245
C 0.9539 2.2909 -2.5957  -0.019
C -0.9743 -1.1594 1.4317  0.808
H -1.4565 2.4527 -0.1867  0.284
H -1.7693 -3.5447 2.5303  0.232
H -0.6280 1.1718 3.6539  0.262
H -0.4268 1.4381 1.8719  0.214
H -1.7377 -1.8439 -1.2081  0.215
H -2.2986 -1.4151 3.7907  0.233
H 1.2894 2.9942 -4.5519  0.280
H -1.9229 -3.5334 -0.6258  0.261
H 0.9284 0.6378 2.8379  0.234
H 1.0515 3.2911 0.6636  0.284
H -1.1516 1.6979 -2.8365  0.284
H -3.1470 -2.3496 2.2113  0.225
H -0.2866 -2.8203 -0.7842  0.225
H 2.8377 2.8244 -1.4159  0.297
H 2.6232 1.9729 -3.9524  0.275
H -2.8386 -3.7404 1.0442  0.246
H -0.8258 -0.6871 4.5526  0.243
H 1.1215 1.2561 -4.4803  0.240
H -0.7017 -2.2944 3.7351  0.225

- total charge = +2
- LUMO (spin up / spin down) (eV) = -9.980 / -9.980

---

2.
C13H19NO6PPbS5Sb | wB97M-V/def2-TZVPD

Last column: natural (NBO) charge in e.
Atoms and positions in Å:
Pb -1.1956 -1.0816 -0.2229  0.997
Sb -2.0799 -3.5795 2.1316  1.399
S -0.4445 -4.9665 3.0932  -0.961
S -3.9346 1.3234 -1.9092  2.269
S -2.2055 -3.6818 -0.2353  -0.889
S -4.0410 -4.2246 3.1404  -0.915
S -1.5854 -1.3034 2.5117  -0.854
P 1.7557 -1.3583 0.4094  1.715
O 2.1051 -1.9541 -1.1112  -0.841
O 3.0230 -0.3322 0.5716  -0.850
O -3.3430 0.8044 -3.1380  -0.949
O -5.2895 0.9833 -1.5508  -0.934
O -1.3012 1.8438 0.5584  -0.661
O 2.1768 -2.4512 1.4800  -0.864
N -2.9873 0.8343 -0.6335  -0.890
C 2.3083 -3.8985 1.4138  -0.094
C -2.2920 1.9175 -0.1874  0.604
C 1.7363 -1.2457 -2.3180  -0.067
C 3.1017 0.4582 1.8103  -0.054
C -2.1789 4.4811 -0.5448  -0.162
C 3.1839 -4.4172 2.5113  -0.639
C -3.9806 4.1139 -2.6282  -0.192
C -2.6134 5.5872 -1.3243  -0.214
C -2.7189 3.2282 -0.7504  -0.112
C -3.5300 5.4027 -2.3252  -0.225
C 2.8383 -0.3270 -2.7865  -0.639
C 1.7198 0.7879 2.4965  -0.669
C -3.6412 3.0666 -1.7758  -0.280
H 0.9338 1.2399 1.9510  0.248
H 1.2731 -0.0941 2.9485  0.249
H 3.7667 -0.1551 2.4641  0.177
H 2.8456 -0.1128 -3.8921  0.202
H -3.8231 6.2355 -2.9258  0.203
H 3.6003 1.3470 1.5220  0.169
H 1.2926 -4.3391 1.5596  0.267
H 2.5189 -4.6663 3.3488  0.246
H 4.0237 -3.8188 2.7370  0.198
H 0.9619 -0.5598 -2.0380  0.183
H -4.4284 3.8535 -3.5695  0.223
H -2.2511 6.5738 -0.9671  0.206
H 2.8210 0.6353 -2.2598  0.216
H 2.0511 1.4709 3.2684  0.195
H 3.5735 -5.3741 2.0944  0.196
H 2.7043 -4.0968 0.3861  0.160
H -1.6245 4.6438 0.3231  0.221
H 1.3331 -2.0041 -3.0599  0.195
H 3.8412 -0.7893 -2.5774  0.215

- total charge = -2
- LUMO (eV) = 3.951

---

3.
C13H19O9P2Pd | wB97M-V/def2-TZVPD

Last column: natural (NBO) charge in e.
Atoms and positions in Å:
Pd -0.3967 0.0110 -0.6462  1.000
P -2.4954 0.0703 1.5313  2.545
P -1.2691 -2.2312 0.2532  2.523
O -1.6020 -2.0511 -1.1803  -1.094
O -2.8201 0.2955 2.9344  -1.079
O -1.2228 0.7876 1.0013  -1.069
O -1.3935 2.3990 -2.2891  -0.349
O 1.9846 0.6666 1.1216  -0.400
O -2.2847 -1.5395 1.2700  -1.100
O -3.6178 0.4429 0.4721  -0.998
O -1.1967 -3.7171 0.7443  -0.971
O 0.0988 -1.5239 0.5162  -1.037
C 2.7988 0.2328 1.8940  0.514
C 4.0863 -0.3810 1.3797  0.155
C 1.2801 0.8124 3.9526  -0.291
C 0.2874 -0.3652 3.7859  -0.607
C -1.0177 1.5168 -1.7147  0.586
C 0.7188 2.1149 3.3616  -0.603
C 4.7999 -0.4954 3.6753  0.112
C 4.2937 -0.6093 -0.0824  -0.280
C 3.6210 0.0196 4.2161  -0.317
C 3.3720 -1.7364 -0.5768  -0.599
C 4.1454 0.6614 -0.9322  -0.596
C 5.0324 -0.7009 2.2954  -0.294
C 2.5808 0.3709 3.3998  0.230
H 5.5950 -0.7665 4.3623  0.243
H 4.7042 1.4985 -0.5124  0.220
H 1.4432 0.9619 5.0225  0.224
H 3.5637 -2.6709 -0.0492  0.223
H 0.1809 -0.6329 2.7370  0.234
H 0.6129 -1.2393 4.3509  0.211
H 1.4741 2.9013 3.3300  0.209
H 2.3214 -1.4853 -0.4400  0.222
H -0.0893 2.4488 4.0115  0.240
H -4.5142 0.3829 0.8256  0.527
H 5.9805 -1.1170 1.9816  0.250
H 0.3088 1.9576 2.3704  0.247
H -1.8693 -3.9778 1.3857  0.534
H 4.5451 0.4593 -1.9251  0.234
H 3.5287 0.1241 5.2887  0.253
H -0.6889 -0.0483 4.1534  0.271
H 3.1039 0.9573 -1.0309  0.217
H 5.3255 -0.9545 -0.1815  0.224
H 3.5599 -1.9035 -1.6372  0.234

- total charge = +1
- LUMO (spin up / spin down) (eV) = -6.890 / -6.890

---

4.
C13H19P2V | wB97M-V/def2-TZVPD

Last column: Löwdin spin population.
Atoms and positions in Å:
V 1.3208 -1.3298 2.1831  2.012
P -0.3043 0.2905 2.5149  -0.003
P 0.0163 -2.9107 0.6458  -0.017
C 1.0197 -1.4200 4.2372  0.007
C 1.1185 0.9807 4.8366  0.020
C 2.1517 -0.7187 6.2634  0.012
C 0.9927 2.0635 -1.4372  0.000
C 0.6201 -0.0555 4.0121  0.011
C 1.8487 0.6284 5.9857  -0.015
C -0.5687 2.1063 2.4892  -0.002
C -1.9036 -0.5851 2.7166  0.001
C 1.0421 0.6530 -1.7085  -0.002
C -0.3168 2.3517 -0.9522  -0.001
C 1.7745 -1.7251 5.3809  -0.006
C -0.2844 0.1174 -1.5468  -0.005
C -1.1529 1.2225 -1.2280  -0.002
H 0.8395 -3.7773 -0.1764  0.008
H 1.8189 2.7666 -1.4685  0.000
H -2.5803 -0.3090 1.8912  0.001
H 0.3835 2.5762 2.2015  0.000
H 0.7280 -2.2279 3.4822  -0.006
H -1.3375 2.3893 1.7547  0.000
H -0.5559 -0.9218 -1.6632  0.000
H -2.3476 -0.2973 3.6843  0.000
H -0.8633 2.4573 3.4894  -0.001
H -0.5070 -3.9756 1.5218  -0.005
H -1.1481 -2.8232 -0.2533  -0.010
H 2.0853 -2.7532 5.5497  -0.002
H -2.2366 1.1695 -1.0738  0.000
H 1.9615 0.0964 -1.9000  0.000
H 2.6814 -0.9678 7.1795  0.001
H 0.9239 2.0441 4.6349  0.001
H -0.6733 3.2920 -0.5427  0.000
H 2.2043 1.4035 6.6722  -0.001
H -1.7501 -1.6798 2.6880  0.001

- 2S+1 = 3
- LUMO (spin up / spin down) (eV) = -1.038 / -0.966

---

5.
C13H20N2O4S | wB97M-V/def2-TZVPD

Last column: natural (NBO) charge in e.
Atoms and positions in Å:
S 0.1334 1.9917 0.0995  0.509
O 2.2801 0.6611 0.3942  -0.612
O -1.7661 -2.0967 0.3402  -0.667
O -3.7387 -1.0479 0.1240  -0.500
O 6.1557 0.3309 -0.1262  -0.719
N 0.4698 -0.6665 0.3758  -0.625
N 4.0523 -1.6015 0.5044  -0.622
C -1.7875 0.2527 0.1259  -0.280
C -2.4178 1.5309 -0.0409  -0.010
C 5.0711 0.1048 -0.9951  -0.085
C -4.4042 -2.3074 0.1751  -0.074
C 2.6272 -1.7307 0.6754  -0.309
C 1.8115 -0.4579 0.4661  0.666
C 4.5122 -1.3151 -0.8489  -0.244
C -0.4103 0.3714 0.2143  0.064
C -2.4051 -1.0616 0.2036  0.795
C -3.8929 1.7241 -0.1658  -0.627
C -4.4272 -2.9824 -1.1893  -0.634
C -1.7708 4.0071 -0.2293  -0.645
C -1.5151 2.5468 -0.0726  -0.211
H -4.1299 2.7764 -0.2900  0.211
H 2.2599 -2.5033 -0.0076  0.210
H 2.4398 -2.0743 1.6994  0.226
H 6.8288 -0.3402 -0.2894  0.461
H -5.4157 -2.0775 0.5168  0.190
H -2.2692 4.2158 -1.1759  0.221
H -2.4011 4.3806 0.5776  0.222
H 4.4192 -0.8856 1.1262  0.378
H 0.0191 -1.5828 0.4363  0.457
H -4.2747 1.1704 -1.0211  0.225
H -3.4128 -3.2127 -1.5058  0.223
H 5.3093 -2.0349 -1.0871  0.178
H 4.3116 0.8370 -0.7131  0.212
H 5.3667 0.2768 -2.0409  0.154
H -4.9954 -3.9062 -1.1295  0.217
H -4.3985 1.3481 0.7213  0.226
H 3.7027 -1.4590 -1.5688  0.191
H -4.8874 -2.3278 -1.9256  0.210
H -3.9000 -2.9493 0.9051  0.200
H -0.8288 4.5484 -0.2093  0.223

- SMILES string = CCOC(=O)c1c(NC(=O)CNCCO)sc(C)c1C
- LUMO (eV) = 0.732